Record 1
Below is a structure of composition C24H24Br2CdF6N2O4S2, with properties calculated with ωB97M-V with the def2-TZVPD basis set.

Positions of all 65 atoms, in Å:
Cd 0.169 0.078 -0.103
C -3.009 1.798 -0.911
C -2.699 0.543 -0.143
C -2.775 -0.711 -0.758
C -2.578 -1.885 -0.045
C -2.676 -3.227 -0.710
C -2.255 -1.801 1.309
C -2.139 -0.580 1.953
C -1.829 -0.512 3.420
C -2.373 0.589 1.215
H -3.919 1.670 -1.497
H -2.206 2.046 -1.605
H -3.149 2.645 -0.241
H -3.006 -0.762 -1.816
H -3.523 -3.788 -0.311
H -1.773 -3.812 -0.533
H -2.810 -3.129 -1.786
H -2.059 -2.712 1.865
H -2.734 -0.673 4.009
H -1.421 0.460 3.697
H -1.107 -1.275 3.700
H -2.383 1.542 1.730
N 2.104 0.247 1.359
C 1.846 -0.680 2.411
C 1.861 -0.201 3.716
C 1.588 -1.040 4.782
C 1.276 -2.370 4.540
C 1.249 -2.838 3.236
C 1.538 -2.020 2.143
C 1.494 -2.610 0.766
C 2.069 -3.862 0.551
C 1.939 -4.496 -0.676
C 1.231 -3.877 -1.697
C 0.673 -2.621 -1.486
C 0.793 -1.966 -0.261
H 2.455 1.131 1.713
H 2.754 -0.108 0.663
H 2.111 0.839 3.894
H 1.613 -0.653 5.792
H 1.052 -3.039 5.360
H 0.992 -3.872 3.043
H 2.620 -4.342 1.351
H 2.393 -5.465 -0.833
H 1.121 -4.366 -2.657
H 0.141 -2.144 -2.302
Br 3.000 3.427 0.366
C 1.296 4.210 0.772
Br -0.113 2.923 1.113
H 0.992 4.786 -0.092
H 1.399 4.794 1.679
F 2.900 1.681 -3.981
C 2.150 1.056 -3.095
F 2.650 1.271 -1.865
F 2.194 -0.250 -3.331
S 0.386 1.635 -3.164
O -0.281 0.620 -2.341
O 0.043 1.673 -4.549
N 0.297 2.983 -2.361
S 0.622 4.371 -3.115
O 1.761 4.300 -3.974
O 0.520 5.406 -2.126
C -0.850 4.677 -4.242
F -0.521 4.427 -5.500
F -1.885 3.909 -3.901
F -1.219 5.949 -4.137

Computed properties:
HOMO-LUMO gap ... 0.3243 hartree
HOMO energy ... -0.322 Eh
LUMO energy ... 0.05 eV
Electronic energy ... -8050.764677 a.u.

These are the Mulliken partial charges, in e, on atoms 1 to 2:
1. Cd 0.136
2. C -1.405

---

Record 2
Below is a structure of composition C24H24BrF4N4Re in a non-equilibrium geometry, with properties calculated with ωB97M-V with the def2-TZVPD basis set.

Positions of all 58 atoms, in Å:
Re 0.188 -0.431 -0.427
C -0.865 -1.163 -2.984
C -1.679 0.040 -2.554
N -1.832 0.024 -1.074
C -2.980 -0.857 -0.611
C -2.620 -2.237 -0.097
C -2.082 1.405 -0.545
C -0.923 2.321 -0.862
N 0.313 1.509 -0.902
C 1.459 2.091 -1.372
C 2.516 1.240 -1.756
F 2.280 -0.101 -1.618
C 3.688 1.681 -2.284
F 4.606 0.818 -2.655
C 3.894 3.059 -2.426
C 2.908 3.939 -2.014
F 3.096 5.234 -2.094
C 1.703 3.484 -1.503
F 0.820 4.365 -1.085
H -0.679 -1.121 -4.057
H -1.354 -2.110 -2.764
H 0.149 -1.151 -2.502
H -2.661 0.074 -3.024
H -1.152 0.944 -2.849
H -3.668 -0.951 -1.451
H -3.500 -0.319 0.178
H -2.071 -2.831 -0.828
H -3.545 -2.770 0.123
H -2.054 -2.178 0.833
H -2.200 1.308 0.533
H -3.007 1.817 -0.952
H -0.868 3.081 -0.083
H -1.033 2.855 -1.805
H 4.817 3.434 -2.855
Br -0.158 4.082 5.645
C -0.031 2.660 4.456
C -0.264 1.361 4.896
C -0.199 0.305 4.011
C 0.100 0.526 2.666
C 0.356 1.826 2.247
C 0.297 2.890 3.128
N 0.168 -0.566 1.725
C 0.214 -1.780 2.149
C 0.400 -2.884 1.218
C 0.536 -4.188 1.617
C 0.808 -5.162 0.651
C 0.946 -4.775 -0.670
C 0.785 -3.440 -0.999
N 0.498 -2.506 -0.077
H -0.500 1.177 5.935
H -0.403 -0.684 4.403
H 0.660 2.008 1.234
H 0.513 3.896 2.794
H 0.182 -2.001 3.209
H 0.439 -4.445 2.665
H 0.924 -6.199 0.938
H 1.179 -5.491 -1.447
H 0.889 -3.115 -2.025

Computed properties:
HOMO-LUMO gap (alpha / beta) ... 0.1857 / 0.1618 hartree
Expectation value of S² ... 1.182
HOMO energy (alpha / beta) ... -0.605 / -0.605 Eh
LUMO energy (alpha / beta) ... -11.41 / -12.07 eV
Electronic energy ... -4198.621652 a.u.
2S+1 ... 2
Net charge ... +3

These are the Mulliken partial charges, in e, on atoms 1 to 2:
1. Re 0.990
2. C -0.780

---

Record 3
Below is a cluster of 4 separate species, C24H24F27NO4 in total in a non-equilibrium geometry, with properties calculated with ωB97M-V with the def2-TZVPD basis set.

Positions of all 80 atoms, in Å:
C -0.445 -2.774 2.637
C -0.526 -1.776 1.483
C 0.093 -2.263 0.172
C 1.573 -2.673 0.287
C 1.742 -4.113 0.604
F 1.444 -4.991 -0.395
C 2.102 -4.635 1.788
F 1.409 -5.488 2.517
F 3.228 -4.321 2.404
C -2.047 -1.387 1.332
C -2.174 -0.103 2.166
C -0.774 0.092 2.756
O -0.467 0.583 3.803
N 0.142 -0.485 1.788
H -1.223 -2.584 3.378
H 0.517 -2.770 3.149
H -0.634 -3.770 2.236
H -0.509 -3.086 -0.222
H 0.042 -1.429 -0.532
H 2.107 -2.414 -0.628
H 2.058 -2.102 1.083
H -2.715 -2.143 1.740
H -2.250 -1.303 0.263
H -2.493 0.805 1.655
H -2.828 -0.245 3.024
H -0.014 0.141 0.995
C 1.685 2.580 0.820
C 1.031 2.571 -0.572
C 1.942 2.358 -1.783
F 2.831 3.363 -1.901
F 1.181 2.352 -2.909
F 0.301 3.690 -0.739
F 0.153 1.511 -0.586
O 1.927 3.847 1.397
C 3.090 4.533 1.179
C 2.819 5.893 0.520
F 2.237 5.722 -0.683
F 3.994 6.534 0.337
F 3.982 3.814 0.476
F 3.644 4.788 2.386
H 0.952 2.126 1.486
H 2.563 1.935 0.857
H 2.474 1.409 -1.731
H 2.166 6.495 1.155
C 3.297 -2.829 -4.613
C 3.388 -1.921 -3.379
C 4.053 -0.553 -3.545
F 5.347 -0.670 -3.883
F 3.994 0.106 -2.355
F 3.970 -2.586 -2.361
F 2.099 -1.648 -3.007
O 4.255 -3.861 -4.716
C 5.465 -3.666 -5.326
C 6.625 -3.919 -4.354
F 6.563 -3.053 -3.323
F 7.792 -3.722 -5.005
F 5.556 -2.452 -5.896
F 5.573 -4.581 -6.315
H 2.350 -3.354 -4.497
H 3.216 -2.250 -5.533
H 3.536 0.047 -4.299
H 6.584 -4.940 -3.973
C -7.513 1.525 3.126
C -6.036 1.192 3.381
C -5.052 2.359 3.510
F -4.984 3.064 2.363
F -3.823 1.857 3.762
F -5.594 0.327 2.443
F -5.992 0.545 4.582
O -7.973 1.413 1.794
C -7.900 2.456 0.913
C -7.045 2.095 -0.309
F -5.782 1.817 0.070
F -7.013 3.151 -1.150
F -7.469 3.587 1.498
F -9.152 2.693 0.459
H -8.066 0.756 3.664
H -7.794 2.477 3.579
H -5.336 3.025 4.328
H -7.467 1.229 -0.822

Computed properties:
HOMO-LUMO gap ... 0.3286 hartree
HOMO energy ... -0.315 Eh
LUMO energy ... 0.36 eV
Electronic energy ... -3980.952214 a.u.

These are the Mulliken partial charges, in e, on atoms 1 to 2:
1. C -2.109
2. C 2.351

---

Record 4
Below is a structure of composition C24H24F5N8O2S3SeV in a non-equilibrium geometry, with properties calculated with ωB97M-V with the def2-TZVPD basis set.

Positions of all 68 atoms, in Å:
V 0.857 -0.027 0.171
N 2.722 -0.289 1.926
N 3.480 0.841 1.621
C 3.193 1.547 0.486
O 3.884 2.420 0.053
O 1.997 1.181 -0.038
H 2.381 -0.238 2.875
H 3.271 -1.127 1.795
H 4.401 0.947 2.002
N -0.861 -3.712 -0.155
C -1.001 -2.715 0.702
S 0.465 -2.005 1.320
N -2.226 -2.373 1.060
C -2.710 -1.310 1.891
C -2.087 -0.911 3.062
C -2.626 0.142 3.789
C -3.784 0.776 3.365
C -4.422 0.341 2.212
C -3.886 -0.702 1.476
H 0.060 -3.942 -0.489
H -1.652 -4.143 -0.609
H -2.949 -2.758 0.474
H -1.204 -1.418 3.417
H -2.139 0.453 4.706
H -4.195 1.598 3.939
H -5.338 0.814 1.884
H -4.366 -1.026 0.557
C -3.691 -2.821 -2.954
C -3.080 -1.452 -2.891
C -3.056 -0.616 -3.999
C -2.444 0.610 -3.851
N -1.880 0.994 -2.701
C -1.944 0.123 -1.700
S -1.205 0.696 -0.169
N -2.539 -1.072 -1.728
H -4.459 -2.879 -3.725
H -4.133 -3.088 -1.994
H -2.919 -3.555 -3.201
H -3.505 -0.915 -4.938
H -2.392 1.323 -4.668
F 4.667 -5.499 -2.167
C 3.828 -4.482 -2.095
C 4.166 -3.348 -1.385
F 5.344 -3.270 -0.776
C 3.272 -2.303 -1.303
F 3.638 -1.241 -0.578
C 2.026 -2.327 -1.914
S 0.849 -1.011 -1.888
C 1.725 -3.485 -2.625
F 0.534 -3.601 -3.224
C 2.599 -4.549 -2.718
F 2.256 -5.641 -3.389
C -0.707 4.129 -0.251
N 0.524 4.451 0.463
C 1.338 5.526 0.140
C 2.344 5.541 1.029
N 2.137 4.478 1.887
C 3.032 4.141 2.986
C 1.028 3.796 1.530
Se 0.368 2.261 2.373
H -1.142 5.053 -0.621
H -1.395 3.642 0.432
H -0.513 3.464 -1.085
H 1.125 6.178 -0.690
H 3.186 6.207 1.120
H 3.269 5.044 3.543
H 3.947 3.705 2.591
H 2.534 3.433 3.640

Computed properties:
HOMO-LUMO gap (alpha / beta) ... 0.2377 / 0.2617 hartree
Expectation value of S² ... 0.774
HOMO energy (alpha / beta) ... -0.374 / -0.376 Eh
LUMO energy (alpha / beta) ... -3.72 / -3.10 eV
Electronic energy ... -6556.692797 a.u.
2S+1 ... 2
Net charge ... +1

These are the Mulliken partial charges, in e, on atoms 1 to 2:
1. V 1.375
2. N -0.546

---

Which of these has the lowest electronic energy? C24H24Br2CdF6N2O4S2

---

Which of these has the lowest electronic energy? C24H24Br2CdF6N2O4S2